1.
C5H8FNS | the ωB97M-V functional and the def2-TZVPD basis

The calculation puts the molecular weight at 133.2 g/mol. The HOMO-LUMO gap (spin up / spin down) comes out at 7.359 / 7.356 eV. The energy above the lowest of the compared OMol25 structures with the same formula, charge and spin is 355.0 kJ/mol.

```
! wB97M-V def2-TZVPD RIJCOSX def2/J DEFGRID3
* xyz 0 1
C -0.77 1.57 0.01
C 0.29 0.71 0.12
C -2.21 -0.56 0.38
C 1.61 1.17 -0.24
C 0.70 -1.71 0.12
N 0.03 -0.52 0.49
F -2.73 -1.62 -0.35
S -2.33 0.92 -0.41
H -0.42 2.65 -0.16
H -2.52 -0.65 1.41
H 1.53 1.30 -1.38
H 2.32 0.43 -0.07
H 1.82 2.14 0.18
H 1.77 -1.29 -0.24
H 0.75 -2.40 0.95
H 0.17 -2.13 -0.80
*
```

=====

2.
C43H29Cl5NOP2SSn | the ωB97M-V functional and the def2-TZVPD basis

The calculation puts the molecular weight at 965.7 g/mol. The HOMO-LUMO gap comes out at 7.717 eV. The energy above the lowest of the compared OMol25 structures with the same formula, charge and spin is 0.0 kJ/mol.

```
! wB97M-V def2-TZVPD RIJCOSX def2/J DEFGRID3
* xyz 1 1
Sn -0.59 -0.93 1.09
O 1.53 -2.01 -0.91
S 1.29 -0.54 -0.95
C 2.84 0.33 -0.80
C 3.88 0.10 -1.68
C 5.04 0.84 -1.56
C 5.15 1.81 -0.57
C 4.13 1.98 0.36
C 2.97 1.22 0.28
P 1.74 1.13 1.65
C 2.61 -0.01 2.81
C 1.82 -0.63 3.77
C 2.37 -1.51 4.70
C 3.73 -1.79 4.65
C 4.52 -1.19 3.69
C 3.97 -0.30 2.77
C 1.87 2.74 2.51
C 1.87 3.94 1.78
C 1.80 5.16 2.43
C 1.72 5.21 3.81
C 1.73 4.03 4.54
C 1.79 2.81 3.90
C 0.69 -0.21 -2.61
C 1.40 0.41 -3.63
C 0.83 0.50 -4.89
C -0.43 -0.01 -5.13
C -1.16 -0.59 -4.10
C -0.61 -0.70 -2.83
P -1.60 -1.43 -1.46
C -1.65 -3.21 -1.83
C -1.09 -3.78 -2.96
C -1.13 -5.16 -3.13
C -1.73 -5.97 -2.18
C -2.30 -5.40 -1.04
C -2.24 -4.03 -0.86
C -3.26 -0.78 -1.82
C -3.40 0.59 -2.04
C -4.65 1.13 -2.31
C -5.77 0.30 -2.37
C -5.63 -1.06 -2.15
C -4.39 -1.61 -1.87
H 3.79 -0.66 -2.45
H 5.87 0.68 -2.25
H 6.05 2.41 -0.49
H 4.25 2.69 1.17
H 0.76 -0.41 3.82
H 1.74 -1.96 5.45
H 4.17 -2.47 5.37
H 5.58 -1.41 3.65
H 4.62 0.16 2.04
H 1.93 3.91 0.70
H 1.81 6.07 1.85
H 1.66 6.17 4.32
H 1.67 4.07 5.63
H 1.80 1.90 4.49
H 2.38 0.84 -3.45
H 1.39 0.98 -5.69
H -0.87 0.07 -6.12
H -2.16 -0.96 -4.28
H -0.61 -3.16 -3.71
H -0.69 -5.60 -4.02
H -1.76 -7.04 -2.32
H -2.77 -6.03 -0.30
H -2.67 -3.59 0.03
H -2.53 1.23 -2.02
H -4.75 2.19 -2.49
H -6.74 0.72 -2.59
H -6.50 -1.71 -2.20
H -4.29 -2.67 -1.70
Cl -0.04 2.51 -0.77
C -1.45 2.30 0.23
C -1.74 1.05 0.76
C -2.94 0.96 1.44
Cl -3.34 -0.63 2.07
C -3.82 2.01 1.64
Cl -5.30 1.78 2.48
C -3.47 3.26 1.13
Cl -4.51 4.60 1.38
C -2.29 3.40 0.41
Cl -1.87 4.93 -0.25
N -0.65 -4.71 2.68
C -1.12 -3.72 2.28
H -0.26 -5.56 3.03
*
```

=====

3.
C19H35BBrF10O11P2S | the ωB97M-V functional and the def2-TZVPD basis

The calculation puts the molecular weight at 814.2 g/mol. The HOMO-LUMO gap comes out at 7.544 eV.

```
! wB97M-V def2-TZVPD RIJCOSX def2/J DEFGRID3
* xyz -1 1
C 2.00 -4.13 1.08
C 1.80 -2.64 1.33
O 3.05 -1.97 1.16
P 3.07 -0.38 1.37
O 2.90 0.06 2.76
C 1.86 0.31 0.23
C 0.49 0.57 0.89
C -0.41 1.60 0.15
S -0.60 3.11 1.24
O -1.38 2.71 2.38
O -1.03 4.26 0.48
C 1.07 3.53 2.04
F 2.13 3.05 1.37
F 1.07 2.98 3.27
C 1.25 5.06 2.28
F 2.31 5.25 3.07
F 1.45 5.73 1.16
F 0.18 5.54 2.89
O -1.71 1.13 0.19
P -2.58 1.09 -1.37
Br -3.62 1.20 -3.53
C -3.74 -0.17 -0.58
C -4.57 -1.11 -1.45
C -3.77 -1.97 -2.44
C -3.31 -3.30 -1.87
F -3.16 -3.28 -0.52
F -4.23 -4.28 -2.14
C -1.96 -3.82 -2.45
F -2.15 -4.45 -3.60
F -1.38 -4.68 -1.61
F -1.09 -2.84 -2.66
C -3.61 2.61 -0.88
O -5.01 2.37 -1.01
C -5.73 2.69 0.15
O -1.30 2.14 -1.97
C -0.09 1.81 -1.34
B 0.93 2.89 -1.92
O 1.26 2.81 -3.26
O 1.49 3.88 -1.17
C 2.73 4.43 -1.60
O 4.50 0.01 0.77
C 4.93 -0.63 -0.46
C 6.01 0.24 -1.07
H 2.71 -4.25 0.26
H 2.44 -4.60 1.96
H 1.06 -4.62 0.84
H 1.42 -2.47 2.34
H 1.05 -2.26 0.63
H 2.28 1.21 -0.22
H 1.72 -0.42 -0.58
H -0.10 -0.35 0.88
H 0.61 0.82 1.95
H -1.75 0.01 -1.84
H -4.41 0.31 0.14
H -3.06 -0.79 0.02
H -5.09 -1.81 -0.78
H -5.37 -0.58 -1.98
H -2.94 -1.42 -2.89
H -4.43 -2.23 -3.27
H -3.38 2.89 0.15
H -3.34 3.43 -1.55
H -5.63 3.75 0.42
H -6.78 2.47 -0.03
H -5.40 2.10 1.02
H 0.29 0.83 -1.69
H 1.30 1.91 -3.57
H 3.39 3.67 -2.01
H 3.21 4.88 -0.73
H 2.58 5.20 -2.36
H 5.31 -1.61 -0.19
H 4.08 -0.73 -1.14
H 6.17 0.00 -2.12
H 5.72 1.29 -1.00
H 6.95 0.11 -0.52
C 1.75 -6.73 4.72
O 1.29 -6.11 3.52
H 2.49 -6.06 5.16
H 0.94 -6.87 5.44
H 2.23 -7.70 4.52
H 0.64 -6.69 3.13
*
```

=====

4.
C3H10N3O | the ωB97M-V functional and the def2-TZVPD basis

The calculation puts the molecular weight at 104.1 g/mol. The HOMO-LUMO gap comes out at 10.258 eV. The energy above the lowest of the compared OMol25 structures with the same formula, charge and spin is 69.6 kJ/mol.

```
! wB97M-V def2-TZVPD RIJCOSX def2/J DEFGRID3
* xyz 1 1
C -1.70 -1.91 -0.74
C -1.36 -0.67 0.05
N -0.59 -0.84 1.19
O -1.68 0.44 -0.30
H -0.84 -2.24 -1.33
H -2.48 -1.63 -1.44
H -2.03 -2.74 -0.12
H -0.85 -0.15 1.88
H -0.51 -1.77 1.59
N 2.15 0.04 -0.50
C 1.35 1.05 -0.34
N 1.58 2.05 0.50
H 2.90 -0.13 0.15
H 1.88 -0.74 -1.08
H 0.44 1.11 -0.92
H 0.79 2.68 0.61
H 2.32 2.00 1.17
*
```

=====

5.
C3H11NS2 | the ωB97M-V functional and the def2-TZVPD basis

The calculation puts the molecular weight at 125.3 g/mol. The HOMO-LUMO gap comes out at 9.522 eV. As for the SMILES: CCN.CSS. The energy above the lowest of the compared OMol25 structures with the same formula, charge and spin is 56.6 kJ/mol.

```
! wB97M-V def2-TZVPD RIJCOSX def2/J DEFGRID3
* xyz 0 1
C -0.60 -0.33 -3.03
C -0.95 -0.12 -1.57
N -1.87 -1.14 -0.99
H -1.41 -0.72 -3.65
H -0.18 0.55 -3.53
H 0.12 -1.15 -3.19
H -0.03 -0.07 -0.95
H -1.52 0.80 -1.42
H -2.24 -1.86 -1.60
H -1.35 -1.63 -0.27
C 1.24 -0.17 2.59
S 2.18 0.82 3.75
S 2.04 2.77 3.00
H 1.81 -0.22 1.65
H 0.28 0.28 2.39
H 1.30 -1.21 2.94
H 1.19 3.39 3.85
*
```

=====

6.
C10H10N2 | the ωB97M-V functional and the def2-TZVPD basis

The calculation puts the molecular weight at 158.2 g/mol. The HOMO-LUMO gap (spin up / spin down) comes out at 7.304 / 6.845 eV. The energy above the lowest of the compared OMol25 structures with the same formula, charge and spin is 737.2 kJ/mol.

```
! wB97M-V def2-TZVPD RIJCOSX def2/J DEFGRID3
* xyz 0 1
C -1.21 2.40 -0.25
C 2.68 0.66 -0.88
C 0.39 0.62 -1.76
C -0.24 0.24 1.32
C 3.12 0.69 0.40
C 1.23 0.47 -0.75
C 0.93 0.40 0.64
C -1.99 1.22 -0.15
C -1.54 0.07 0.66
C -1.78 -1.27 -0.25
N -0.42 3.25 -0.16
N 2.10 0.54 1.29
H 3.29 0.62 -1.88
H 0.37 0.24 -2.74
H -0.23 0.09 2.38
H 4.14 0.96 0.70
H -3.00 1.07 -0.54
H -2.24 -0.11 1.54
H -1.59 -1.00 -1.20
H -2.62 -1.88 0.04
H -0.99 -2.03 -0.10
H 2.19 1.01 2.22
*
```